C6H11N | ωB97M-V/def2-TZVPD

Output
HOMO ... -7.207 eV
Max |F| ... 3.137 eV/A
Lowest unoccupied orbital energy ... 0.4812 eV
Orbital gap ... 7.69 eV

Last column: Löwdin charge in e.
Positions of all 18 atoms, in Å:
1 C -1.75162 1.82243 1.10432  -0.002
2 C -1.27434 1.14080 0.00064  -0.136
3 C -0.13111 0.24513 0.15710  -0.278
4 C 0.24383 -0.24602 1.53877  -0.068
5 C 0.55099 -0.27829 -0.88644  -0.305
6 C 1.87404 -0.95381 -0.85269  -0.069
7 N -0.17315 -0.62475 -2.12421  0.066
8 H -2.06001 2.86202 1.06682  0.044
9 H -2.06748 1.13084 1.89623  0.056
10 H -1.74425 1.34093 -0.96427  0.093
11 H -0.58971 -0.51295 2.20387  0.077
12 H 0.87898 0.38596 2.17120  0.084
13 H 0.73386 -1.22367 1.47470  0.068
14 H 1.75740 -1.99088 -0.50768  0.087
15 H 2.59875 -0.48008 -0.16308  0.090
16 H 2.41058 -0.91575 -1.79318  0.074
17 H -1.01903 -0.08156 -2.08546  0.041
18 H -0.23773 -1.62037 -2.23664  0.077

C6H11N | ωB97M-V/def2-TZVPD

Output
HOMO ... -8.339 eV
Max |F| ... 2.821 eV/A
Lowest unoccupied orbital energy ... 1.0862 eV
Orbital gap ... 9.43 eV

Last column: Löwdin charge in e.
Positions of all 18 atoms, in Å:
1 C 3.19872 -0.08259 -1.49019  -0.048
2 N 2.01401 -0.47282 -1.68225  -0.020
3 C 0.99957 -0.28168 -0.71610  -0.190
4 C 0.05651 0.65504 -0.71185  -0.125
5 C -0.71736 1.19802 0.48835  -0.213
6 C -1.33103 0.11239 1.38866  -0.255
7 C -1.88163 -1.12611 0.65105  -0.122
8 H 3.55292 0.11683 -0.47802  0.071
9 H 3.79534 0.30326 -2.29995  0.064
10 H 0.96568 -1.12739 0.02333  0.128
11 H -0.29551 1.13262 -1.64318  0.110
12 H -1.49658 1.80051 0.02009  0.098
13 H -0.07591 1.87199 1.06264  0.106
14 H -2.10564 0.60849 1.95420  0.089
15 H -0.55841 -0.19273 2.10981  0.101
16 H -2.94741 -1.37612 0.84446  0.069
17 H -1.87233 -1.11830 -0.45608  0.072
18 H -1.30094 -2.02139 0.93504  0.066

C6H11N | ωB97M-V/def2-TZVPD

Output
HOMO ... -11.236 eV
Max |F| ... 1.519 eV/A
Lowest unoccupied orbital energy ... 0.8173 eV
Orbital gap ... 12.05 eV

Last column: Löwdin charge in e.
Positions of all 18 atoms, in Å:
1 C 2.14356 0.10877 -0.19550  -0.100
2 C 0.88873 -0.67992 0.19027  -0.202
3 C -0.44541 0.10997 0.24942  -0.566
4 C -1.64954 -0.83653 0.22898  -0.067
5 C -0.66576 0.93673 -1.01861  -0.044
6 C -0.59854 0.77163 1.56076  -0.191
7 N -0.78149 1.14268 2.64263  0.159
8 H 2.10602 0.45565 -1.23389  0.066
9 H 3.02902 -0.53136 -0.10766  0.075
10 H 2.30055 0.97971 0.45054  0.082
11 H 1.04001 -1.14858 1.16908  0.118
12 H 0.74614 -1.49587 -0.53105  0.119
13 H -1.53845 -1.61707 0.99168  0.098
14 H -2.55812 -0.25769 0.43971  0.096
15 H -1.71551 -1.18417 -0.83654  0.093
16 H -1.54823 1.57892 -0.94360  0.093
17 H 0.19326 1.54766 -1.32298  0.080
18 H -0.94625 0.11946 -1.73323  0.091

C6H11N | ωB97M-V/def2-TZVPD

Output
HOMO ... -7.509 eV
Max |F| ... 1.963 eV/A
Lowest unoccupied orbital energy ... 0.8380 eV
Orbital gap ... 8.35 eV

Last column: Löwdin charge in e.
Positions of all 18 atoms, in Å:
1 C -1.43499 -0.69938 1.60686  -0.069
2 N -1.03484 0.70784 1.46161  -0.078
3 C -0.38296 1.37544 0.55998  -0.056
4 C 0.16712 0.71813 -0.67160  -0.398
5 H -1.38289 1.27413 2.22834  0.108
6 H -0.68611 -1.36961 1.19736  0.060
7 H -2.38664 -0.87949 1.10319  0.086
8 H -1.53943 -0.93536 2.66589  0.082
9 H 0.41265 1.51185 -1.38537  0.111
10 C -0.68794 -0.36286 -1.45728  -0.066
11 C 1.41794 -0.02897 -0.31475  -0.195
12 C 2.63625 0.33259 -0.69843  0.018
13 H 1.29901 -0.88238 0.34235  0.095
14 H -0.78316 -1.31502 -0.94925  0.051
15 H -1.68826 0.04794 -1.59475  0.070
16 H -0.24573 -0.51961 -2.43829  0.074
17 H 3.51490 -0.19037 -0.35932  0.048
18 H 2.80509 1.21512 -1.29655  0.058

C6H11N | ωB97M-V/def2-TZVPD

Output
HOMO ... -8.073 eV
Max |F| ... 1.512 eV/A
Lowest unoccupied orbital energy ... 1.0738 eV
Orbital gap ... 9.15 eV

Last column: Löwdin charge in e.
Positions of all 18 atoms, in Å:
1 C -1.51861 0.66360 0.64866  -0.058
2 C 1.44868 1.23460 -0.54009  -0.068
3 C -0.77512 -0.46924 -1.26466  -0.109
4 C 0.98205 0.15437 0.38585  -0.362
5 N -1.30047 -1.61685 -1.60136  0.062
6 C -0.41281 -0.36378 0.17958  -0.381
7 C 1.74473 -0.32677 1.35547  0.042
8 H -1.51165 -2.37135 -0.93494  0.110
9 H -1.59028 -1.77433 -2.55436  0.091
10 H -0.56795 -1.28999 0.76412  0.124
11 H -1.47684 1.59000 0.08117  0.069
12 H -1.32882 0.90170 1.69322  0.077
13 H -2.51320 0.22172 0.58625  0.073
14 H 2.49529 1.47359 -0.36174  0.075
15 H 0.85168 2.13699 -0.40465  0.081
16 H 1.31842 0.91106 -1.57290  0.064
17 H 1.40498 -1.10287 2.02206  0.055
18 H 2.74993 0.02756 1.51833  0.056

C6H11N | ωB97M-V/def2-TZVPD

Output
HOMO ... -7.858 eV
Max |F| ... 2.475 eV/A
Lowest unoccupied orbital energy ... 1.1370 eV
Orbital gap ... 8.99 eV

Last column: Löwdin charge in e.
Positions of all 18 atoms, in Å:
1 C 2.17828 -0.81895 0.17777  -0.047
2 C 0.70297 -0.61602 0.12074  -0.300
3 C -0.30324 -1.39698 -0.33212  -0.040
4 C -1.36486 -0.38563 -0.42166  -0.299
5 N -2.60826 -0.60737 0.20122  0.041
6 C -0.05463 0.61563 0.39632  -0.220
7 C 0.44500 1.94772 -0.11501  -0.087
8 H 2.43889 -1.84757 -0.07028  0.075
9 H 2.56717 -0.58235 1.17036  0.079
10 H 2.68395 -0.15952 -0.53251  0.080
11 H -0.36143 -2.44999 -0.56944  0.099
12 H -1.44748 0.13131 -1.37982  0.126
13 H -3.29557 0.12466 0.09545  0.077
14 H -2.82263 -1.51088 0.59706  0.078
15 H -0.48263 0.67213 1.39365  0.122
16 H 0.73495 1.88287 -1.16520  0.076
17 H -0.32524 2.71427 -0.02216  0.069
18 H 1.31474 2.28667 0.45562  0.073

C6H11N | ωB97M-V/def2-TZVPD

Output
HOMO ... -10.318 eV
Max |F| ... 1.836 eV/A
Lowest unoccupied orbital energy ... 0.9481 eV
Orbital gap ... 11.27 eV

Last column: Löwdin charge in e.
Positions of all 18 atoms, in Å:
1 C -2.07998 0.54652 -0.57422  -0.123
2 C -1.39336 -0.75593 -0.07871  -0.240
3 C 0.12229 -0.85427 -0.32801  -0.187
4 C 0.97489 -0.01584 0.64437  -0.370
5 C 2.44412 0.06152 0.23875  -0.069
6 C 0.39189 1.32531 0.73686  -0.181
7 N -0.29687 2.24646 0.64546  0.160
8 H -1.74534 1.53039 -0.15254  0.021
9 H -1.96232 0.60878 -1.66418  0.074
10 H -3.14129 0.51130 -0.32441  0.064
11 H -1.58249 -0.92058 0.99207  0.108
12 H -1.86326 -1.61410 -0.58642  0.104
13 H 0.46519 -1.89464 -0.23105  0.118
14 H 0.34859 -0.55525 -1.35991  0.121
15 H 0.88904 -0.45828 1.64467  0.147
16 H 2.86923 -0.94449 0.19110  0.082
17 H 2.54366 0.52422 -0.74813  0.088
18 H 3.01601 0.65887 0.95426  0.083

C6H11N | ωB97M-V/def2-TZVPD

Output
HOMO ... -8.649 eV
Max |F| ... 3.117 eV/A
Lowest unoccupied orbital energy ... 0.5188 eV
Orbital gap ... 9.17 eV

Last column: Löwdin charge in e.
Positions of all 18 atoms, in Å:
1 C 0.95155 -0.86694 3.38372  -0.050
2 N 0.88126 0.20444 2.71458  -0.028
3 C 0.19503 0.15575 1.49221  -0.211
4 C 0.25917 1.13724 0.60553  -0.086
5 C -0.64913 1.16751 -0.62417  -0.206
6 C -0.41005 0.52463 -2.00921  -0.274
7 C -0.20694 -0.97659 -2.09239  -0.127
8 H 0.11891 -1.55955 3.33809  0.062
9 H 1.88118 -1.19011 3.87444  0.077
10 H -0.59343 -0.60824 1.41906  0.112
11 H 1.14980 1.74706 0.50509  0.107
12 H -0.68517 2.22745 -0.90832  0.107
13 H -1.52143 0.58302 -0.25799  0.112
14 H 0.49535 0.95455 -2.48231  0.105
15 H -1.25234 0.79848 -2.64836  0.100
16 H 0.46049 -1.38037 -2.87493  0.074
17 H 0.08771 -1.41229 -1.14237  0.055
18 H -1.16197 -1.50602 -2.29267  0.072

C6H11N | ωB97M-V/def2-TZVPD

Output
HOMO ... -7.275 eV
Max |F| ... 2.070 eV/A
Lowest unoccupied orbital energy ... 1.1981 eV
Orbital gap ... 8.47 eV

Last column: Löwdin charge in e.
Positions of all 18 atoms, in Å:
1 C -0.44358 1.65707 -2.54572  -0.109
2 C 0.18809 1.03043 -1.32496  -0.183
3 C 0.73456 -0.17351 -1.24407  -0.133
4 C 1.27676 -0.65944 0.11560  -0.213
5 C 0.10416 -1.09823 0.94351  -0.160
6 C -0.05298 -0.90891 2.26542  -0.232
7 N -1.28081 -0.80008 2.86956  0.038
8 H -0.85069 2.63576 -2.30856  0.059
9 H -1.28167 1.09397 -2.95330  0.070
10 H 0.34496 1.81746 -3.28352  0.071
11 H 0.11078 1.63870 -0.43144  0.101
12 H 0.84310 -0.76744 -2.14315  0.104
13 H 1.78607 0.18397 0.56493  0.104
14 H 1.89538 -1.50959 -0.20400  0.099
15 H -0.61309 -1.76376 0.47198  0.103
16 H 0.74747 -0.93475 3.00657  0.117
17 H -1.37175 -0.68981 3.86051  0.075
18 H -2.13674 -0.75183 2.34063  0.089

C6H11N | ωB97M-V/def2-TZVPD

Output
HOMO ... -8.766 eV
Max |F| ... 5.476 eV/A
Lowest unoccupied orbital energy ... 0.7468 eV
Orbital gap ... 9.51 eV

Last column: Löwdin charge in e.
Positions of all 18 atoms, in Å:
1 C -2.09626 0.32256 -0.78416  -0.138
2 C -1.34097 -0.73166 -0.04265  -0.300
3 C 0.13712 -0.72273 -0.36980  -0.201
4 C 1.00234 -0.03355 0.66352  -0.404
5 C 2.46152 0.00412 0.23564  -0.087
6 C 0.58566 1.36196 0.97174  -0.129
7 N -0.37093 2.02376 0.73834  0.118
8 H -2.03666 1.84541 -0.02648  0.196
9 H -1.99207 0.60191 -1.83250  0.042
10 H -3.16203 0.23841 -0.52830  0.030
11 H -1.58178 -0.61482 1.02607  0.118
12 H -1.79972 -1.69714 -0.31154  0.109
13 H 0.45743 -1.77225 -0.40140  0.120
14 H 0.33581 -0.29292 -1.35937  0.126
15 H 0.89959 -0.55240 1.63036  0.147
16 H 2.82867 -1.02094 0.09926  0.082
17 H 2.60293 0.54323 -0.71137  0.090
18 H 3.06935 0.49705 1.00262  0.081